[1]
# C26H14HgN7S3Se

C26H14HgN7S3Se as an isolated structure (ωB97M-V with the def2-TZVPD basis set, the Open Molecules 2025 dataset).

Structure (ORCA input):
```
! wB97M-V def2-TZVPD RIJCOSX def2/J DEFGRID3
* xyz -2 2
Hg -1.74697 -0.60258 -0.44376
Se 4.77588 3.89226 -3.02784
N 4.65856 2.34390 -2.04260
C 3.36133 2.13939 -1.88842
C 2.83102 1.06927 -1.04639
C 3.70942 0.16486 -0.43756
C 3.21504 -0.67549 0.53208
C 1.86031 -0.53911 0.91611
N 0.97536 0.21867 0.26390
C 1.45145 1.05025 -0.68183
C 0.51716 1.94215 -1.37172
N -0.81602 1.77369 -1.19304
C -1.65772 2.55185 -1.88550
C -1.24312 3.52861 -2.76311
C 0.09838 3.74529 -2.95852
C 1.01831 2.95565 -2.23601
C 2.45003 3.10990 -2.44492
N 2.95903 4.14612 -3.12879
H 4.73316 0.13082 -0.75106
H 3.80330 -1.41623 1.05027
H 1.50691 -1.12970 1.74129
H -2.73689 2.37695 -1.69934
H -1.96030 4.13554 -3.30523
H 0.47262 4.50995 -3.63883
C -0.85049 -3.93474 1.63543
C -0.83232 -2.72872 2.54908
C -0.07488 -2.74248 3.74396
C -0.07662 -1.61920 4.51480
C -0.85658 -0.48848 4.13555
C -0.98508 0.66868 4.94361
C -1.68855 1.78624 4.50591
C -2.32297 1.76426 3.28573
C -2.31264 0.62921 2.46326
S -3.21748 0.73536 1.01323
C -1.56807 -0.54295 2.87343
N -1.61420 -1.70518 2.17604
H -0.75283 -4.91299 2.18485
H -0.01965 -3.88228 0.89059
H -1.79409 -3.91471 1.07061
H 0.42029 -3.65827 4.02786
H 0.52249 -1.54835 5.40514
H -0.48697 0.71491 5.90337
H -1.70455 2.70600 5.10643
H -2.87494 2.62368 2.91836
S -0.28068 -1.99038 -1.85910
C -1.54741 -2.26246 -2.99563
S -3.12826 -1.89702 -2.50335
C -1.33711 -2.78069 -4.32315
C -2.44168 -3.07542 -5.11345
N -3.34665 -3.26354 -5.84229
C -0.05464 -2.98607 -4.86003
N 0.99031 -3.11645 -5.40944
*
```

Calculated values
* relative energy (zero: lowest compared OMol25 entry of this formula, charge and spin): 32.5 kcal/mol
* energy: -139648.1178 eV
* molecular weight: 800.20 g/mol
* <S²>: 0.77
* E_HOMO (alpha / beta): 0.043 / -0.068 hartree

These are the natural (NBO) partial charges, in e, on atoms 1 to 5: number 1, Hg, carries 1.224; number 2, Se, carries 0.765; number 3, N, carries -0.584; number 4, C, carries 0.146; number 5, C, carries -0.109


[2]
# C4H8O2

One molecule with the formula C4H8O2 (ωB97M-V with the def2-TZVPD basis set, the Open Molecules 2025 dataset).

Structure (ORCA input):
```
! wB97M-V def2-TZVPD RIJCOSX def2/J DEFGRID3
* xyz 0 1
C -1.02850 -0.68661 0.03248
C -0.88945 0.73026 0.60023
O 0.38623 0.89193 1.20056
C 1.44325 0.53537 0.35309
O 1.33928 -0.75011 -0.18352
C 0.14439 -0.85829 -0.93684
H -0.90608 -1.39062 0.86277
H -2.02647 -0.83613 -0.40040
H -1.03687 1.47136 -0.20651
H -1.61391 0.94818 1.39014
H 2.34642 0.53796 0.96338
H 1.51218 1.25006 -0.48906
H 0.22477 -1.79464 -1.49694
H 0.10478 -0.04873 -1.68936
*
```

Calculated values
* relative energy (zero: lowest compared OMol25 entry of this formula, charge and spin): 30.9 kcal/mol
* SMILES: C1COCOC1
* energy: -8371.9434 eV
* molecular weight: 88.11 g/mol
* E_HOMO: -0.373 hartree

These are the natural (NBO) partial charges, in e, on atoms 1 to 5: number 1, C, carries -0.463; number 2, C, carries -0.068; number 3, O, carries -0.533; number 4, C, carries 0.218; number 5, O, carries -0.528


[3]
# C3H8OS

A 2-piece molecular cluster, C3H8OS overall (ωB97M-V with the def2-TZVPD basis set, the Open Molecules 2025 dataset).

Structure (ORCA input):
```
! wB97M-V def2-TZVPD RIJCOSX def2/J DEFGRID3
* xyz 0 1
C -1.09792 -0.94483 -0.30240
C -0.22388 0.64380 1.48527
C -1.26139 0.40505 0.44865
O 2.63612 0.11164 -0.70008
S -0.15034 1.73106 -0.10980
H -0.09315 -1.50541 -0.28918
H -1.78198 -1.71148 -0.00280
H -1.40687 -0.72648 -1.44481
H -0.65167 1.34594 2.22218
H 3.12835 -0.52398 -0.08220
H -2.35476 0.82921 0.39183
H 2.54675 0.96339 -0.29644
H 0.83842 0.98519 -0.60999
*
```

Calculated values
* relative energy (zero: lowest compared OMol25 entry of this formula, charge and spin): 87.0 kcal/mol
* energy: -16119.4627 eV
* molecular weight: 92.16 g/mol
* E_HOMO: -0.296 hartree

These are the natural (NBO) partial charges, in e, on atoms 1 to 5: number 1, C, carries -0.633; number 2, C, carries -0.520; number 3, C, carries -0.339; number 4, O, carries -0.950; number 5, S, carries 0.281


[4]
# C50H38Cl2FGaNO7S2

C50H38Cl2FGaNO7S2 as an isolated structure (ωB97M-V with the def2-TZVPD basis set, the Open Molecules 2025 dataset).

Structure (ORCA input):
```
! wB97M-V def2-TZVPD RIJCOSX def2/J DEFGRID3
* xyz 1 1
Ga 1.82767 0.65583 0.71383
C -1.57394 5.12311 -4.17342
C -0.05839 5.30538 -4.09520
C 0.38073 6.76238 -4.07502
C -0.13516 7.46082 -2.82354
C 0.22411 6.67501 -1.59035
C 0.27695 7.28969 -0.36040
C 0.61844 6.56312 0.77869
F 0.64105 7.20012 1.95418
C 0.93317 5.23584 0.71955
C 0.88447 4.58397 -0.51939
C 1.19849 3.17333 -0.59316
O 1.52527 2.57438 0.48230
C 1.11973 2.57438 -1.86298
C 0.72990 3.33003 -2.94374
N 0.44864 4.62647 -2.88482
C 0.51691 5.29799 -1.67520
C 1.42873 1.13454 -2.13364
O 1.28382 0.68301 -3.24810
O 1.87912 0.41446 -1.13072
H -1.97784 5.66194 -5.03005
H -2.05875 5.48586 -3.26680
H -1.81870 4.06645 -4.28396
H 0.40213 4.80890 -4.94924
H 0.01298 7.25687 -4.97312
H 1.47237 6.80599 -4.09376
H -1.22111 7.57343 -2.88143
H 0.28090 8.46523 -2.75125
H 0.05596 8.34500 -0.26207
H 1.21428 4.68379 1.60566
H 0.64277 2.83557 -3.90323
C 3.42265 -7.75712 2.05742
C 2.88056 -6.38824 1.76537
C 1.54201 -6.09368 2.02459
C 1.02999 -4.83830 1.75217
C 1.86452 -3.87192 1.20276
C 3.19767 -4.13280 0.94178
C 3.69381 -5.39429 1.22417
S 1.09123 -2.29721 0.91611
O 2.23827 -1.27030 0.97569
C 0.70644 -2.40551 -0.81855
C 1.73463 -2.54621 -1.76823
C 1.41010 -2.59091 -3.08638
C 0.06879 -2.44944 -3.51286
C -0.27396 -2.47535 -4.88258
C -1.56685 -2.28917 -5.28282
C -2.58094 -2.07366 -4.32963
C -2.28901 -2.06747 -2.99489
C -0.95964 -2.26558 -2.55383
C -0.61804 -2.27263 -1.17096
C -1.71302 -2.22868 -0.15609
C -2.48973 -3.41375 0.02663
C -2.18135 -4.62131 -0.64727
C -2.88418 -5.76322 -0.38312
C -3.93319 -5.75844 0.55665
C -4.26805 -4.60404 1.20588
C -3.55926 -3.40659 0.95810
C -3.89197 -2.19885 1.61511
C -3.12890 -1.08357 1.45249
C -1.99907 -1.11696 0.60656
S -0.85341 0.31058 0.63025
O -1.32201 1.35025 -0.30039
C -1.16745 0.84125 2.30698
C -1.41169 2.17549 2.55525
C -1.42391 2.62655 3.86736
C -1.16447 1.76137 4.92289
C -1.05492 2.26137 6.33239
C -0.95449 0.40801 4.64796
C -0.94910 -0.05523 3.34988
H 2.93060 -8.19535 2.92441
H 4.49654 -7.73200 2.23334
H 3.24017 -8.41963 1.20824
H 0.90015 -6.85177 2.45578
H -0.00782 -4.60353 1.96448
H 3.83990 -3.35672 0.54501
H 4.73583 -5.61042 1.02362
H 2.76486 -2.59442 -1.44402
H 2.18502 -2.70406 -3.83322
H 0.51179 -2.62910 -5.61193
H -1.82107 -2.30629 -6.33434
H -3.59699 -1.90478 -4.66159
H -3.06961 -1.89475 -2.26504
H -1.37312 -4.63482 -1.36678
H -2.63271 -6.68139 -0.89762
H -4.47649 -6.67263 0.75607
H -5.07481 -4.58632 1.92831
H -4.75546 -2.17527 2.26807
H -3.38012 -0.17018 1.97125
H -1.57557 2.84769 1.72118
H -1.61196 3.67330 4.07087
H -1.49712 3.24994 6.44235
H 0.00044 2.32621 6.60621
H -1.53656 1.57636 7.03013
H -0.76506 -0.27790 5.46470
H -0.76612 -1.10156 3.14207
Cl 4.22904 1.09361 1.07188
C 4.16014 0.90288 2.83927
Cl 4.45973 -0.77887 3.29305
C 2.74372 1.27624 3.36379
O 2.66717 1.75551 4.46649
O 1.75701 0.99878 2.57332
H 4.92167 1.52393 3.29418
*
```

Calculated values
* relative energy (zero: lowest compared OMol25 entry of this formula, charge and spin): 0.0 kcal/mol
* energy: -170097.6336 eV
* molecular weight: 988.61 g/mol
* E_HOMO: -0.389 hartree

These are the Mulliken partial charges, in e, on atoms 1 to 5: number 1, Ga, carries 0.855; number 2, C, carries -1.387; number 3, C, carries -0.309; number 4, C, carries -1.094; number 5, C, carries -1.158


[5]
# C11H13N3O

One molecule with the formula C11H13N3O (ωB97M-V with the def2-TZVPD basis set, the Open Molecules 2025 dataset).

Structure (ORCA input):
```
! wB97M-V def2-TZVPD RIJCOSX def2/J DEFGRID3
* xyz 0 1
C -1.95709 0.89793 -2.50840
C -1.31700 0.56811 -1.55022
N -0.80051 -0.17601 -0.54608
C -0.16207 -1.63060 -0.78855
N -0.64874 -2.30773 -1.79471
C -0.09213 -3.50670 -1.91854
C 0.73119 -4.06710 -1.00664
C 1.12139 -3.18825 0.02488
N 0.71645 -1.96522 0.11224
C -0.32592 0.43282 0.62849
C -1.19477 1.49578 1.16019
C -0.45681 2.82207 0.95036
C 1.00593 2.44890 1.15109
O 1.51354 2.27378 2.49929
C 1.09067 1.11735 0.38492
H -2.27044 1.64243 -3.26827
H -0.47966 -4.25780 -2.56516
H 0.87327 -5.10637 -1.09265
H 1.96214 -3.37969 0.81018
H -0.05473 -0.43025 1.37148
H -1.36882 1.49332 2.27572
H -2.09181 1.49164 0.75846
H -0.41503 2.98992 -0.19536
H -0.76321 3.67878 1.46784
H 1.75266 3.10538 0.64314
H 0.78391 1.84020 2.93874
H 1.82672 0.48646 0.69601
H 1.02088 1.23084 -0.63845
*
```

Calculated values
* relative energy (zero: lowest compared OMol25 entry of this formula, charge and spin): 110.0 kcal/mol
* SMILES: C#CN(c1ncccn1)[C@@H]1CC[C@@H](O)C1
* energy: -18131.0255 eV
* molecular weight: 203.25 g/mol
* E_HOMO: -0.299 hartree

These are the natural (NBO) partial charges, in e, on atoms 1 to 5: number 1, C, carries -0.274; number 2, C, carries 0.124; number 3, N, carries -0.479; number 4, C, carries 0.602; number 5, N, carries -0.439


[6]
# C6H12ClNO2S2

C6H12ClNO2S2 as an isolated structure (ωB97M-V with the def2-TZVPD basis set, the Open Molecules 2025 dataset).

Structure (ORCA input):
```
! wB97M-V def2-TZVPD RIJCOSX def2/J DEFGRID3
* xyz 0 1
C 0.89251 -0.09618 -1.29547
C 1.07544 0.26160 1.21932
C -0.63910 0.37365 -1.19058
C -0.48737 0.39160 1.23092
C 1.45429 -0.72368 0.05354
C 2.89470 -0.96125 0.01175
N -0.81232 1.20574 0.04810
O -3.11808 1.44973 -1.05685
O -2.93073 2.20658 1.25609
S -3.15120 -1.39059 0.62300
S -2.44543 1.37531 0.21072
Cl -4.65381 -1.60819 -0.58442
H 1.02364 -0.83556 -2.01243
H 1.25346 0.92659 -1.65685
H 1.56306 1.16961 0.94084
H 1.53481 -0.10221 2.05943
H -0.85460 0.95049 -2.03477
H -1.14906 -0.59790 -1.24367
H -1.04097 -0.53760 1.10856
H -0.86347 1.00271 2.15154
H 0.76605 -1.59003 0.26354
H 3.23214 -1.38149 0.92759
H 3.30203 -0.00554 -0.19322
H 3.15402 -1.48338 -0.83669
*
```

Calculated values
* relative energy (zero: lowest compared OMol25 entry of this formula, charge and spin): 44.1 kcal/mol
* energy: -46190.9356 eV
* molecular weight: 229.75 g/mol
* E_HOMO (alpha / beta): -0.321 / -0.320 hartree

These are the natural (NBO) partial charges, in e, on atoms 1 to 5: number 1, C, carries -0.403; number 2, C, carries -0.405; number 3, C, carries -0.253; number 4, C, carries -0.272; number 5, C, carries -0.184


[7]
# C4H9OP

One molecule with the formula C4H9OP (ωB97M-V with the def2-TZVPD basis set, the Open Molecules 2025 dataset).

Structure (ORCA input):
```
! wB97M-V def2-TZVPD RIJCOSX def2/J DEFGRID3
* xyz 0 1
C 1.31492 1.28574 1.44113
P 1.16138 -0.31977 0.50507
C -0.52661 -0.18077 -0.32901
C -1.10278 -1.55788 -0.62358
C -0.35526 0.68986 -1.51258
O 0.66953 1.25690 -1.74124
H 1.57100 1.91678 0.63585
H 2.06976 1.32718 2.10046
H 0.39284 1.68175 1.86842
H 0.95410 -1.26169 1.56617
H -1.26873 0.17065 0.33065
H -0.46297 -2.44188 -0.77780
H -1.60491 -1.92590 0.21482
H -1.61277 -1.44034 -1.50580
H -1.19951 0.79936 -2.17257
*
```

Calculated values
* relative energy (zero: lowest compared OMol25 entry of this formula, charge and spin): 24.1 kcal/mol
* SMILES: CP[C@H](C)C=O
* energy: -15628.5891 eV
* molecular weight: 104.09 g/mol
* E_HOMO: -0.316 hartree

These are the natural (NBO) partial charges, in e, on atoms 1 to 5: number 1, C, carries -0.899; number 2, P, carries 0.537; number 3, C, carries -0.596; number 4, C, carries -0.601; number 5, C, carries 0.440